1.
Entry from OMol25: 2 unconnected molecules or ions with the total composition C4HF5 at a distorted geometry (the ωB97M-V functional and the def2-TZVPD basis).

Structure (XYZ):
```
10
Properties=species:S:1:pos:R:3:forces:R:3
C 0.9950 0.5704 -0.4805 -2.39 1.75 -0.46
C 1.5174 -0.4192 -1.1108 1.66 -1.50 2.29
C 1.4733 -0.5574 0.3424 0.48 0.97 -1.01
C -2.8534 0.5580 0.2711 0.54 -0.52 -0.66
F 2.1264 -0.9650 -2.0994 -0.12 -0.23 -1.52
F 2.5858 -0.3752 1.1207 -0.18 -0.06 -0.04
F 0.6724 -1.3854 1.0189 -0.41 -0.44 0.16
F -3.6310 -0.4325 0.5919 -0.11 0.20 0.17
F -3.2222 1.5573 0.9857 -0.40 0.33 0.49
H 0.3364 1.4490 -0.6400 0.93 -0.50 0.57
```
Positions in Å, forces in eV/Å.

The total energy comes out at -652.16175 Ha. The spin multiplicity is 1. The energy relative to the best compared isomer or geometry (same formula, charge and spin) comes out at 71.5 kcal/mol. As for the largest force on an atom: 3.20 eV/A.

2.
Entry from OMol25: 10 unconnected molecules or ions with the total composition C58H120F16N10O16S8 at a distorted geometry (the ωB97M-V functional and the def2-TZVPD basis).

Structure (XYZ):
```
228
Properties=species:S:1:pos:R:3:forces:R:3
C -5.4871 -4.9722 8.0352 -0.16 0.54 0.82
C -5.0193 -4.1309 6.8430 0.83 -0.48 2.12
C -4.9953 -4.9490 5.6387 0.09 -0.45 -2.65
N -4.2418 -4.1991 4.4818 1.53 -0.37 0.30
C -4.5269 -2.7147 4.4190 -0.80 -0.34 -1.32
C -6.0098 -2.5229 3.9451 0.26 0.40 0.70
C -6.2604 -3.0714 2.5379 0.64 -0.99 -0.42
C -5.9542 -4.5859 2.5937 1.02 0.76 0.83
C -4.4681 -4.7788 3.0739 -1.30 -0.10 -0.09
C -2.7257 -4.3434 4.7524 0.07 -0.01 -0.36
H -6.5651 -4.8673 8.1571 0.00 -0.56 -0.02
H -5.0481 -4.5525 8.9403 -0.14 0.21 0.06
H -5.1362 -6.0037 8.0679 -0.30 -0.09 -0.50
H -3.9803 -3.9150 7.0920 0.02 0.67 -0.12
H -5.6252 -3.2250 6.8253 0.19 -0.05 -0.39
H -5.9818 -5.2895 5.3244 -0.08 0.50 -0.37
H -4.4397 -5.8842 5.7068 0.19 0.14 0.47
H -4.1734 -2.1990 5.3118 -0.66 -0.32 0.26
H -3.8370 -2.3595 3.6535 -0.14 0.11 -0.26
H -6.6794 -3.0615 4.6158 0.06 -0.16 0.25
H -6.2902 -1.4851 4.1251 0.15 0.15 -0.45
H -7.2790 -3.0802 2.1502 -0.19 0.85 0.50
H -5.6306 -2.6065 1.7793 0.07 0.25 0.05
H -6.6963 -4.9198 3.3189 0.25 -0.79 -0.02
H -6.1397 -5.0725 1.6362 0.26 -0.07 0.12
H -4.0851 -5.7987 3.0411 -0.32 -0.12 0.34
H -3.8357 -4.2219 2.3825 0.10 0.21 0.22
H -2.3419 -3.8227 5.6297 -0.76 0.18 0.13
H -2.1739 -3.9232 3.9116 -0.30 0.00 -0.15
H -2.4098 -5.3813 4.8579 -0.52 -0.11 -0.16
C -0.4279 9.4860 -5.8430 -1.32 0.70 0.75
C -0.2288 8.4362 -4.7654 1.62 -0.92 -0.10
C -0.1272 8.9519 -3.3486 -0.04 -0.23 0.61
N 0.3250 7.9358 -2.2578 -0.94 -1.19 -1.20
C 1.7059 7.3300 -2.5922 -0.37 0.44 1.98
C 2.2188 6.5871 -1.3422 1.41 -1.34 -0.93
C 2.2617 7.3319 -0.0440 0.14 1.38 0.00
C 0.8825 7.9351 0.2059 1.25 -0.72 1.86
C 0.3902 8.7012 -0.9322 -1.80 0.10 -1.53
C -0.7134 6.7824 -2.1262 1.63 0.14 0.12
H -1.3538 10.0124 -5.6115 -0.20 0.21 -0.13
H -0.5980 9.0509 -6.8278 0.47 -0.02 0.10
H 0.3361 10.2632 -5.8268 0.23 -0.30 -0.26
H 0.7536 8.0181 -4.9848 0.01 -0.57 -0.11
H -0.9640 7.6333 -4.8200 -0.07 0.09 -0.13
H -1.1182 9.3110 -3.0708 0.18 0.21 0.52
H 0.6342 9.7238 -3.2369 -0.27 0.28 -0.27
H 2.3365 8.1962 -2.7925 0.07 0.00 -0.07
H 1.7544 6.6400 -3.4347 -0.73 0.31 -0.08
H 3.2557 6.3754 -1.6035 0.26 -0.04 -0.13
H 1.8512 5.5652 -1.2493 -0.71 0.11 -0.05
H 3.0235 8.0922 -0.2164 -0.14 0.64 0.18
H 2.6812 6.7904 0.8039 -0.46 -0.46 -0.18
H 0.8109 8.6522 1.0236 0.55 0.02 0.27
H 0.2534 7.1278 0.5808 -0.50 -0.01 -0.53
H 0.8840 9.6544 -1.1212 0.39 -0.24 0.02
H -0.6522 8.9345 -0.7150 -0.12 0.29 -0.24
H -0.3527 6.0570 -1.3969 -0.07 0.53 0.51
H -0.6482 6.1535 -3.0141 -0.62 0.66 -0.43
H -1.6761 7.1940 -1.8232 0.09 -0.13 -0.41
C -7.5855 1.8775 -6.1188 0.40 0.95 0.51
C -7.6370 1.6355 -4.6041 0.87 0.22 0.19
C -8.1613 2.9048 -3.8419 -0.73 -2.48 0.03
N -8.0932 2.8012 -2.2765 -1.11 2.77 0.23
C -6.6353 2.9131 -1.7974 0.01 -1.48 1.90
C -6.4623 3.0737 -0.1989 -0.21 0.93 -1.57
C -7.1180 4.3577 0.2120 0.40 1.08 0.06
C -8.5399 4.4389 -0.2822 -0.95 -0.47 0.01
C -8.8308 4.1115 -1.7628 1.13 -0.05 0.19
C -8.9274 1.6455 -1.6823 2.47 -0.11 -1.23
H -7.2278 1.0278 -6.7002 -0.56 -0.19 0.21
H -6.8195 2.6345 -6.2875 -0.03 0.28 -0.15
H -8.5296 2.3031 -6.4588 -0.03 -0.38 -0.37
H -6.6143 1.4188 -4.2957 0.15 0.09 0.17
H -8.1559 0.6946 -4.4208 -0.57 0.35 0.39
H -9.2234 2.9574 -4.0812 -0.16 0.20 0.27
H -7.7270 3.8252 -4.2323 0.44 -0.07 0.61
H -6.1824 3.7091 -2.3885 -0.06 0.06 0.30
H -6.1260 1.9678 -1.9848 -0.19 0.02 -0.70
H -5.4219 3.2207 0.0911 0.27 -0.61 -0.60
H -6.8276 2.2199 0.3717 -0.16 -0.16 -0.34
H -6.5247 5.2075 -0.1256 0.09 0.03 -0.71
H -6.9956 4.5299 1.2813 -0.71 -0.36 0.25
H -8.9764 5.4307 -0.1643 0.00 -0.01 0.34
H -9.0914 3.7441 0.3511 -0.45 0.11 0.00
H -8.5369 4.9734 -2.3618 0.62 -0.29 -0.28
H -9.8988 4.0428 -1.9693 0.03 -0.60 0.20
H -8.2519 0.8075 -1.8544 -0.45 -0.46 -0.01
H -9.8251 1.5344 -2.2905 -0.04 0.15 0.49
H -9.0089 1.7401 -0.5995 -0.44 0.40 -0.35
C 6.4154 -0.0635 -1.8948 -1.05 0.68 -1.00
C 6.5709 -1.4584 -1.2999 0.89 0.18 0.61
C 5.8156 -1.5663 0.0300 -0.10 -0.71 0.12
N 6.0276 -2.9110 0.8456 0.29 -0.14 -0.34
C 5.7072 -4.1207 -0.0776 0.96 -0.41 0.55
C 5.7354 -5.4755 0.6844 -0.59 1.16 0.13
C 4.7307 -5.3889 1.8563 -0.60 -1.83 -1.00
C 5.0482 -4.2688 2.8007 0.42 -0.86 0.10
C 5.0694 -2.9439 2.0289 -0.22 0.16 0.94
C 7.5034 -2.9736 1.3394 -0.21 0.80 -1.16
H 5.3752 0.2284 -2.0393 -0.33 -0.26 0.20
H 6.8055 0.0211 -2.9091 0.32 -0.43 0.01
H 6.8334 0.8024 -1.3815 0.37 -0.51 0.61
H 7.6484 -1.5978 -1.2126 0.09 -0.24 0.41
H 6.2439 -2.2642 -1.9571 -0.25 0.37 -0.25
H 4.7615 -1.4852 -0.2354 -0.22 -0.49 0.33
H 5.9777 -0.7270 0.7063 0.46 -0.20 0.14
H 4.7271 -3.9534 -0.5242 0.01 0.16 0.14
H 6.4777 -4.1092 -0.8486 -0.13 0.08 -0.02
H 5.5708 -6.2837 -0.0283 -0.60 0.13 -0.02
H 6.7318 -5.7222 1.0511 0.15 0.35 0.23
H 3.6795 -5.3634 1.5694 -0.05 0.70 -0.90
H 4.6508 -6.3780 2.3074 0.75 0.03 0.66
H 4.2926 -4.3011 3.5857 -0.17 0.70 -0.11
H 5.9401 -4.6142 3.3234 0.56 0.87 -0.02
H 4.0346 -2.7796 1.7285 0.12 -0.08 -0.88
H 5.2406 -2.0695 2.6569 0.62 -0.05 0.03
H 7.8579 -3.8842 1.8224 -0.96 0.12 0.40
H 7.7095 -2.0489 1.8783 -0.31 -0.33 0.52
H 8.1809 -2.8923 0.4893 -0.45 -0.06 -0.44
C 3.9469 -1.1791 10.7773 0.73 0.47 1.08
C 4.5991 0.1494 11.2508 1.01 -0.58 -0.40
C 5.3504 0.8449 10.0543 -1.42 0.67 1.24
N 6.0510 2.1744 10.4095 0.44 -0.10 1.25
C 5.1240 3.0961 11.2799 0.03 1.38 -1.34
C 4.0279 3.8199 10.4350 -0.39 -2.41 1.03
C 4.5637 4.3473 9.1853 1.86 0.79 -2.69
C 5.4906 3.4498 8.2064 -0.02 0.27 2.57
C 6.6274 2.8499 9.1072 -1.96 -0.27 0.88
C 7.2892 1.9599 11.3505 -1.11 -0.69 -0.46
H 3.1518 -1.0487 10.0432 0.41 -0.08 -0.28
H 3.4983 -1.6651 11.6437 -0.15 0.14 0.05
H 4.7766 -1.8388 10.5234 -0.37 -0.18 -0.75
H 5.3472 -0.0903 12.0064 -0.07 -0.18 0.19
H 3.8459 0.7497 11.7611 0.08 0.37 -0.49
H 4.5017 1.0680 9.4078 0.50 0.44 -0.59
H 6.0736 0.2204 9.5299 -0.06 -0.09 0.26
H 4.6958 2.6078 12.1553 0.38 -0.48 -0.38
H 5.8382 3.8344 11.6444 -0.14 0.16 0.04
H 3.2055 3.1322 10.2380 -0.04 -0.39 0.02
H 3.5230 4.6305 10.9603 0.45 -0.02 0.47
H 3.7554 4.7544 8.5776 0.12 0.18 0.03
H 5.2150 5.1584 9.5109 0.07 0.47 -0.45
H 4.8773 2.7339 7.6591 0.30 -0.22 0.11
H 6.0295 4.0843 7.5027 -0.38 0.13 -0.08
H 7.2321 2.0616 8.6589 0.02 0.19 -0.10
H 7.2469 3.6388 9.5337 0.08 0.08 -0.43
H 8.0085 1.3001 10.8653 -0.18 -0.01 -0.03
H 6.9123 1.5184 12.2731 0.08 -0.17 -0.17
H 7.7788 2.8907 11.6368 -0.32 0.16 -0.51
C 5.5088 0.8934 -11.7694 -0.30 0.16 0.00
C 5.3608 -0.1899 -10.6711 1.15 0.40 -1.24
C 4.0669 -0.9913 -10.7979 0.60 1.41 0.69
N 3.8839 -1.9795 -9.6558 -0.64 0.19 -1.07
C 4.8947 -3.0929 -9.7784 -0.59 -0.41 1.11
C 4.7416 -4.0804 -8.5967 0.90 -0.11 0.21
C 4.9230 -3.3599 -7.2482 -1.45 0.81 -0.47
C 3.8307 -2.2380 -7.1846 1.08 0.51 0.74
C 4.0587 -1.2374 -8.3070 -0.63 -1.35 -0.75
C 2.4462 -2.5633 -9.7742 0.71 1.56 1.19
H 5.4804 0.4697 -12.7733 0.07 0.07 0.01
H 6.4148 1.4868 -11.6460 0.40 -0.57 0.00
H 4.7753 1.6977 -11.7122 -0.61 -0.35 0.06
H 5.5431 0.3648 -9.7507 -0.47 -0.47 0.26
H 6.1936 -0.8748 -10.8305 0.24 0.07 0.24
H 4.0196 -1.4688 -11.7766 -0.05 -0.36 0.26
H 3.3110 -0.2067 -10.7644 -0.70 -0.55 0.23
H 5.8721 -2.6125 -9.7342 0.00 -0.24 -0.20
H 4.7140 -3.6030 -10.7246 0.16 0.19 -0.05
H 5.5249 -4.8288 -8.7164 0.11 -0.01 -0.08
H 3.8219 -4.6649 -8.6204 -0.13 0.26 -0.12
H 5.9084 -2.8964 -7.2010 0.11 0.00 0.03
H 4.7890 -3.9823 -6.3635 0.13 -0.31 -0.31
H 4.0005 -1.6161 -6.3057 -0.07 -0.21 0.39
H 2.8270 -2.6470 -7.0692 0.05 0.10 -0.27
H 5.0815 -0.8748 -8.2053 -0.05 -0.20 -0.41
H 3.4064 -0.3657 -8.3603 -0.23 -0.19 0.20
H 2.2188 -2.9742 -10.7578 0.45 -0.12 0.20
H 1.8410 -1.6754 -9.5908 -0.34 -0.17 -0.24
H 2.2865 -3.2147 -8.9149 -0.04 -0.25 -0.69
N 1.3308 -10.5270 1.1386 -3.77 4.55 -2.18
S 0.4586 -9.8380 -0.1554 -3.44 0.72 0.27
O -0.5239 -10.7240 -0.8236 2.79 1.81 1.24
O 1.1714 -8.8323 -0.9079 -0.44 -1.02 0.73
F -0.5308 -8.9697 0.7879 0.51 0.00 -0.09
S 1.9378 -11.6198 0.3162 4.52 -8.71 -0.43
O 2.8458 -11.3740 -0.7875 -1.67 0.81 -0.15
O 1.2102 -12.9095 0.2859 1.03 2.85 -0.16
F 3.0579 -11.8601 1.4304 0.55 -0.79 0.88
N -4.6682 6.6238 7.4459 2.98 -4.56 -1.65
S -3.6993 5.9850 6.1717 1.66 -4.47 -0.22
O -2.7549 6.7601 5.3881 -1.94 0.30 0.64
O -4.3560 4.8442 5.5174 0.48 2.27 0.94
F -2.5908 5.2124 7.0558 -0.73 0.13 0.77
S -5.0553 7.8472 6.6823 -2.60 8.07 -0.68
O -5.6936 7.7427 5.3793 0.91 -0.48 0.92
O -4.0832 8.9228 6.8741 -1.46 -1.02 -0.60
F -6.3214 8.2881 7.6081 0.78 -0.33 -0.28
C 0.9353 0.6826 3.8155 -0.28 1.16 -0.71
F 0.8178 1.7874 4.5590 -0.13 0.39 -0.64
F 2.0323 0.0989 4.2884 0.07 -0.98 -0.37
F -0.1591 -0.0244 4.0052 -0.06 -0.83 0.32
S 1.0430 1.0787 1.9205 -1.55 1.38 0.61
O 0.0629 2.1722 1.7096 1.50 -2.63 0.50
O 2.4105 1.4573 1.7302 0.57 -0.57 -0.14
N 0.6506 -0.4308 1.2748 2.71 1.75 3.08
S -0.2063 -0.1946 0.0567 -5.37 0.03 -3.54
O -1.6438 -0.1097 0.4022 2.00 -0.33 -0.72
O 0.2796 0.7890 -0.8944 0.09 -0.73 0.36
C -0.1660 -1.8684 -0.9573 1.55 -0.64 -0.17
F 1.1025 -2.1128 -1.4528 -0.74 1.09 -0.18
F -0.3635 -2.9926 -0.2528 -1.03 0.69 0.36
F -1.0320 -1.8208 -1.9915 0.84 0.20 1.21
C -4.9425 -5.7325 -5.1611 0.93 -0.08 -0.11
F -5.3301 -4.7793 -4.2975 -0.38 -0.10 -0.32
F -3.7900 -6.2055 -4.6766 0.28 0.19 -0.33
F -5.7776 -6.7376 -5.1578 -1.02 -0.24 -0.06
S -4.6885 -4.9567 -6.8943 1.89 -1.65 0.05
O -5.2838 -3.6590 -6.7336 -0.06 -0.39 -0.24
O -3.2273 -5.0538 -7.0906 -2.61 0.29 0.43
N -5.5288 -6.0807 -7.9342 0.92 -0.35 7.94
S -5.3917 -5.4851 -9.2504 -0.12 3.66 -8.30
O -6.0802 -4.2188 -9.4457 -0.20 -0.47 0.03
O -4.0568 -5.4523 -9.8238 -0.61 -0.84 0.02
C -6.4501 -6.7029 -10.3031 -0.18 -0.09 -0.02
F -7.7985 -6.5653 -10.1802 1.03 0.28 0.28
F -6.1937 -6.5716 -11.6299 0.17 0.00 1.05
F -6.1576 -7.9518 -9.9179 0.04 0.00 -0.34
```
Positions in Å, forces in eV/Å.

Its charge is +2. The total energy comes out at -8815.57970 Ha. The spin multiplicity is 1. The energy relative to the best compared isomer or geometry (same formula, charge and spin) comes out at 274.1 kcal/mol. As for the largest force on an atom: 9.82 eV/A.

> Among the records above, which one has the lowest largest force on an atom?

C4HF5

> Which value of largest force on an atom does entry 2 give?

9.82 eV/A

> What is the formula in the second record?

C58H120F16N10O16S8

> Among the records above, which one has the highest largest force on an atom?

C58H120F16N10O16S8